Below is a 5-piece molecular cluster, C14H31N2O16S2 overall at a distorted geometry, with properties calculated with ωB97M-V with the def2-TZVPD basis set.

Properties
- HOMO level (eV) = -5.501
- net charge = -1
- frontier orbital gap (eV) = 7.43

Positions of all 65 atoms, in Å:
C 2.0278 -1.5498 1.0269
C 2.4193 -3.0784 0.4730
N 3.4706 -2.8618 -0.5914
S 3.4966 -4.1041 -1.8099
O 2.2639 -5.0341 -1.8500
O 4.7811 -4.9841 -1.5900
N 3.7079 -3.2863 -3.3779
S 2.5232 -2.0120 -3.5724
O 1.1248 -2.3308 -2.9920
O 2.9693 -0.6403 -2.9583
H 1.7484 -1.5323 2.1628
H 2.9722 -0.8614 0.8202
H 1.1566 -1.1247 0.3333
H 2.7914 -3.6820 1.4097
H 1.4083 -3.5292 0.0934
H 4.4311 -2.7560 -0.1461
H 2.4110 -1.7932 -4.9831
C -0.7568 1.7354 5.0995
O 0.4680 1.0214 4.9433
C 1.5408 1.6202 5.5193
O 1.5294 2.6765 6.1318
O 2.6285 0.8403 5.2959
C 3.8400 1.3502 5.8494
H -1.5459 1.1660 4.6007
H -1.0167 1.8290 6.1589
H -0.6920 2.7208 4.6269
H 3.7638 1.4283 6.9388
H 4.0885 2.3202 5.4068
H 4.6428 0.6474 5.6105
C -5.4519 1.4968 4.4158
O -4.4603 1.5042 3.3906
C -4.9604 1.4642 2.1299
O -6.1430 1.4243 1.8284
O -3.9169 1.4764 1.2626
C -4.2956 1.4375 -0.1119
H -4.9399 1.5311 5.3814
H -6.0962 2.3784 4.3362
H -6.0446 0.5774 4.3729
H -4.8936 2.3167 -0.3725
H -4.8422 0.5157 -0.3359
H -3.3832 1.4513 -0.7144
C 5.3682 0.3331 -1.9601
O 6.6303 0.9963 -1.9190
C 7.2389 1.1135 -3.1261
O 6.8013 0.7099 -4.1922
O 8.4189 1.7577 -2.9417
C 9.1738 1.9531 -4.1359
H 4.9728 0.2957 -0.9413
H 4.6604 0.8884 -2.5840
H 5.4832 -0.6934 -2.3228
H 8.6181 2.5733 -4.8467
H 9.4410 0.9913 -4.5855
H 10.0963 2.4768 -3.8706
C -8.1387 -0.3981 -0.7817
O -7.1471 -0.3907 -1.8069
C -7.6472 -0.4307 -3.0676
O -8.8298 -0.4706 -3.3692
O -6.6036 -0.4185 -3.9349
C -6.9824 -0.4574 -5.3095
H -7.6267 -0.3638 0.1839
H -8.7829 0.4835 -0.8613
H -8.7314 -1.3175 -0.8246
H -7.5804 0.4218 -5.5701
H -7.5289 -1.3793 -5.5334
H -6.0700 -0.4436 -5.9119